DFT (ωB97M-V with the def2-TZVPD basis set) results for a cluster of 2 separate species, C10H19BO4 in total at a distorted geometry.

XYZ file:
```
34
C10H19BO4, DFT ωB97M-V with the def2-TZVPD basis set
B -3.94 1.31 1.18
C -3.98 0.44 -0.19
C -3.74 -1.13 0.11
C -2.44 -1.63 -0.73
C -1.08 -1.30 0.07
O 0.02 -0.89 -0.78
C -0.05 0.48 -1.13
C -0.39 1.69 -0.15
O 0.22 0.79 -2.33
H -4.08 0.82 2.26
H -3.71 2.47 1.07
H -4.99 0.58 -0.72
H -3.16 0.80 -0.92
H -3.60 -1.34 1.24
H -4.69 -1.70 -0.19
H -2.45 -1.28 -1.81
H -2.55 -2.78 -0.77
H -0.75 -2.30 0.55
H -1.31 -0.60 0.94
H -0.32 1.35 0.95
H 0.35 2.57 -0.23
H -1.44 2.10 -0.33
O 4.83 0.24 2.63
C 4.38 0.03 1.54
O 3.28 -0.74 1.31
C 3.08 -0.88 -0.11
C 3.80 0.30 -0.72
C 4.95 0.52 0.23
H 3.49 -1.83 -0.43
H 2.01 -0.86 -0.33
H 4.11 0.12 -1.75
H 3.14 1.18 -0.72
H 5.82 -0.10 -0.03
H 5.23 1.57 0.30
```

As for the HOMO energy: -10.1 eV. Its charge is 0. The SMILES is BCCCCOC(C)=O.O=C1CCCO1. The calculation puts the energy relative to the best compared isomer or geometry (same formula, charge and spin) at 48.2 kcal per mole.

DFT (ωB97M-V with the def2-TZVPD basis set) results for a cluster of 3 separate species, C18H21F7N4O5 in total at a distorted geometry.

XYZ file:
```
55
C18H21F7N4O5, DFT ωB97M-V with the def2-TZVPD basis set
N -0.80 0.57 4.10
C 0.19 1.39 3.78
C 1.08 2.72 3.43
C 2.48 2.21 2.74
C 3.37 1.18 3.64
N 3.58 1.24 5.00
C 0.29 3.87 2.55
C 0.37 3.57 0.91
N 0.41 2.93 -0.22
C -1.30 4.03 2.91
C -2.30 2.99 2.11
C -3.42 2.49 3.25
F -4.48 3.49 3.51
N 1.10 5.17 2.74
C 0.69 5.83 3.88
O 0.34 6.33 5.09
H 1.39 3.19 4.48
H 2.18 1.62 1.75
H 3.09 3.18 2.41
H 3.91 0.29 3.05
H 3.06 2.07 5.35
H -1.73 5.13 2.68
H -1.39 3.91 4.09
H -1.75 1.99 1.77
H -2.92 3.49 1.24
H -2.85 2.29 4.28
H -3.83 1.46 2.82
C -0.33 -3.67 -0.75
C -1.82 -3.52 -0.48
O -2.08 -2.26 0.16
C -2.22 -1.18 -0.67
O -2.12 -1.23 -1.89
C -2.54 0.08 0.15
F -1.78 0.19 1.28
F -3.84 0.10 0.55
F -2.34 1.23 -0.55
H 0.24 -3.55 0.17
H -0.12 -4.66 -1.17
H 0.02 -2.91 -1.46
H -2.15 -4.31 0.20
H -2.41 -3.63 -1.40
C 1.07 -3.06 -7.51
C 0.98 -2.40 -6.14
O 1.05 -3.38 -5.10
C 2.31 -3.77 -4.73
O 3.34 -3.32 -5.22
C 2.25 -4.78 -3.58
F 1.29 -5.73 -3.78
F 1.96 -4.19 -2.39
F 3.42 -5.46 -3.40
H 0.31 -3.84 -7.61
H 0.94 -2.32 -8.30
H 2.04 -3.54 -7.64
H 0.01 -1.90 -6.04
H 1.75 -1.63 -6.02
```

As for the HOMO energy: -11.0 eV. Its charge is 0. The SMILES is [H]/N=C\C[C@H](C#N)[C@@](C#N)(CCCF)N=C=O.CCOC(=O)C(F)(F)F.CCOC(=O)C(F)(F)F.

DFT (ωB97M-V with the def2-TZVPD basis set) results for the molecule C2H7OPS at a distorted geometry.

XYZ file:
```
12
C2H7OPS, DFT ωB97M-V with the def2-TZVPD basis set
C -1.04 -1.56 0.03
C 0.11 1.62 -0.31
O 0.24 -1.03 -0.39
P 1.10 0.20 0.25
S 3.35 0.19 -0.06
H -1.60 -1.43 -0.94
H -1.62 -1.13 0.96
H -1.00 -2.61 0.15
H -0.13 1.44 -1.30
H -0.83 1.76 0.08
H 0.48 2.56 -0.17
H 0.94 0.00 1.71
```

As for the HOMO energy: -8.3 eV. Its charge is 0. The SMILES is CO[P@H](C)=S. The calculation puts the energy relative to the best compared isomer or geometry (same formula, charge and spin) at 56.0 kcal per mole.

DFT (ωB97M-V with the def2-TZVPD basis set) results for a cluster of 2 separate species, CH6S2 in total at a distorted geometry.

XYZ file:
```
9
CH6S2, DFT ωB97M-V with the def2-TZVPD basis set
C -2.46 0.26 -0.41
H -1.87 0.40 0.48
H -2.23 -0.80 -0.75
H -3.44 0.36 0.01
H -2.16 0.78 -1.34
S 0.34 -0.73 -0.61
S 1.00 0.53 0.92
H 1.08 -0.46 -1.52
H 1.96 1.34 0.54
```

As for the HOMO energy (alpha / beta): 0.2 / -3.2 eV. Its charge is -1. The expectation value of S² is 0.75. As for the spin multiplicity: 2. The calculation puts the energy relative to the best compared isomer or geometry (same formula, charge and spin) at 36.9 kcal per mole.

DFT (ωB97M-V with the def2-TZVPD basis set) results for a structure of composition C4H10NO at a distorted geometry.

XYZ file:
```
16
C4H10NO, DFT ωB97M-V with the def2-TZVPD basis set
C -1.88 0.12 0.11
C -0.07 -0.71 0.01
C 0.99 -1.58 -0.61
C 0.09 1.93 -0.28
N -0.63 0.67 -0.55
O -1.26 -1.01 0.48
H 0.75 -1.01 2.20
H -2.60 0.75 0.51
H 1.23 -0.94 2.80
H 0.46 -2.18 -1.24
H 1.42 -2.11 0.12
H 1.72 -1.01 -1.01
H 0.24 1.91 0.72
H 0.86 1.86 -0.97
H -0.65 2.64 -0.66
H -0.67 0.66 -1.61
```

As for the HOMO energy (alpha / beta): -13.2 / -13.7 eV. Its charge is +1. The calculation puts the energy relative to the best compared isomer or geometry (same formula, charge and spin) at 164.0 kcal per mole.

DFT (ωB97M-V with the def2-TZVPD basis set) results for a structure of composition C4H8AsCsF6O2S at a distorted geometry.

XYZ file:
```
23
C4H8AsCsF6O2S, DFT ωB97M-V with the def2-TZVPD basis set
Cs -9.85 -10.27 10.28
As -5.70 -5.31 8.33
F -4.06 -5.22 7.64
F -4.84 -5.49 9.97
F -7.31 -5.23 9.16
F -6.45 -5.26 6.69
F -5.72 -7.10 8.34
F -5.58 -3.50 8.53
C -13.12 -13.55 17.93
C -11.62 -13.61 18.42
C -10.87 -14.65 17.63
S -11.58 -14.59 16.04
O -11.95 -16.01 15.69
O -10.73 -13.77 15.09
C -13.11 -13.64 16.39
H -13.61 -12.63 18.24
H -13.73 -14.38 18.27
H -11.70 -13.68 19.50
H -10.98 -12.73 18.33
H -11.15 -15.64 18.01
H -9.79 -14.64 17.52
H -13.92 -14.18 15.89
H -13.03 -12.67 15.89
```

As for the HOMO energy: -10.5 eV. Its charge is 0. The calculation puts the energy relative to the best compared isomer or geometry (same formula, charge and spin) at 87.7 kcal per mole.

DFT (ωB97M-V with the def2-TZVPD basis set) results for the molecule C3H8N4S at a distorted geometry.

XYZ file:
```
16
C3H8N4S, DFT ωB97M-V with the def2-TZVPD basis set
C -0.61 1.77 0.07
C -2.24 -1.39 -0.27
C 0.49 -0.46 0.03
H -1.63 2.16 0.16
H 0.04 2.06 0.92
H -0.15 2.25 -0.85
H -1.59 -2.25 -0.13
H -3.32 -1.51 -0.40
H 1.43 -2.04 0.29
H 1.43 1.17 -0.63
H 3.54 -0.19 1.04
N -0.68 0.31 0.02
N -1.94 -0.14 -0.17
N 0.47 -1.70 0.26
N 1.61 0.31 -0.10
S 3.17 -0.36 -0.24
```

As for the HOMO energy: -8.6 eV. Its charge is 0. The SMILES is [H]/N=C(\NS)N(C)N=C. The calculation puts the energy relative to the best compared isomer or geometry (same formula, charge and spin) at 45.4 kcal per mole.

Number 1: electronic energy -718.15491 a.u.. Number 2: electronic energy -1992.42621 a.u.. Number 3: electronic energy -895.12683 a.u.. Number 4: electronic energy -837.99384 a.u.. Number 5: electronic energy -287.90173 a.u.. Number 6: electronic energy -3561.03310 a.u.. Number 7: electronic energy -736.24574 a.u..